A molecular structure, C26H33AsGaN4OS2. Source: the OMol25 dataset; level of theory: ωB97M-V/def2-TZVPD.

Each line ends with the Löwdin charge.
CARTESIAN COORDINATES (ANGSTROEM)
Ga1 -0.81 1.11 0.27  0.424
C1 -4.88 2.66 3.32  0.021
C2 -3.47 3.12 2.94  -0.251
N1 -3.05 4.32 3.27  0.189
N2 -1.85 4.53 2.61  0.114
C3 -1.60 3.50 1.80  -0.726
S1 -0.35 3.38 0.71  0.864
N3 -2.53 2.56 2.06  -0.016
N4 -2.61 1.28 1.33  0.122
H1 -5.04 1.55 3.33  0.092
H2 -5.68 3.16 2.71  0.121
H3 -4.98 2.93 4.41  0.123
H4 -1.34 5.39 2.55  0.187
H5 -2.80 0.50 1.99  0.159
H6 -3.30 1.27 0.60  0.139
O1 -1.07 0.28 -1.47  -0.535
S2 -1.48 1.45 -2.53  1.060
C4 -0.32 1.56 -3.92  -0.277
C5 1.17 1.44 -3.65  -0.259
C6 1.98 2.58 -3.46  -0.056
C7 3.27 2.47 -3.12  -0.076
C8 3.85 1.21 -2.91  -0.043
C9 3.09 0.04 -3.12  -0.058
C10 1.75 0.17 -3.48  -0.042
C11 -2.88 0.55 -3.37  -0.257
C12 -2.76 -0.92 -3.59  -0.299
C13 -3.80 -1.73 -3.06  -0.043
C14 -3.83 -3.08 -3.32  -0.050
C15 -2.94 -3.60 -4.29  -0.049
C16 -1.89 -2.86 -4.74  -0.041
C17 -1.81 -1.50 -4.38  -0.045
H7 -0.54 2.57 -4.35  0.129
H8 -0.46 0.85 -4.75  0.100
H9 1.55 3.59 -3.55  0.129
H10 3.87 3.36 -2.93  0.126
H11 4.89 1.13 -2.53  0.128
H12 3.57 -0.92 -2.99  0.117
H13 1.18 -0.71 -3.61  0.095
H14 -3.14 1.09 -4.30  0.135
H15 -3.75 0.77 -2.62  0.122
H16 -4.58 -1.33 -2.41  0.113
H17 -4.54 -3.73 -2.79  0.129
H18 -3.13 -4.64 -4.62  0.138
H19 -1.08 -3.25 -5.33  0.116
H20 -0.93 -0.93 -4.71  0.097
C18 0.49 -2.79 2.12  -0.211
As1 0.68 -0.83 1.86  1.186
C19 2.29 -0.69 0.68  -0.275
C20 1.54 -0.07 3.58  -0.267
C21 2.65 -0.95 4.07  -0.336
C22 2.49 -1.95 5.03  -0.057
C23 3.42 -2.97 5.17  -0.059
C24 4.65 -2.81 4.54  -0.048
C25 4.87 -1.75 3.64  -0.042
C26 3.90 -0.74 3.48  -0.063
H21 0.97 -3.25 1.24  0.046
H22 -0.59 -3.04 2.13  0.049
H23 1.08 -3.11 2.96  0.028
H24 2.92 -1.52 1.12  0.060
H25 2.75 0.30 0.85  0.043
H26 2.02 -0.88 -0.36  0.015
H27 0.69 -0.03 4.28  0.069
H28 1.91 0.94 3.37  0.084
H29 1.57 -1.98 5.62  0.126
H30 3.30 -3.82 5.86  0.130
H31 5.45 -3.57 4.65  0.133
H32 5.82 -1.79 3.13  0.114
H33 4.16 0.16 2.94  0.112

- Charge: +3
- Energy above the lowest of the compared OMol25 structures with the same formula, charge and spin: 14.3 kJ/mol
- Kohn-Sham gap: 5.52 eV
- Multiplicity: 1

2 unconnected molecules or ions with the total composition C4H11NO. Source: the OMol25 dataset; level of theory: ωB97M-V/def2-TZVPD.

Each line ends with the Löwdin spin population.
CARTESIAN COORDINATES (ANGSTROEM)
C1 -2.58 -0.49 -0.42  0.000
C2 -1.08 -0.73 -0.31  0.000
N1 -0.41 0.27 0.49  0.006
C3 1.02 0.26 0.16  0.021
C4 2.09 0.90 1.05  -0.001
O1 2.59 -0.68 -1.63  0.974
H1 -3.14 -0.50 0.51  0.000
H2 -3.00 -1.28 -1.04  0.000
H3 -2.77 0.46 -0.92  0.000
H4 -0.64 -0.91 -1.30  -0.001
H5 -0.96 -1.69 0.22  0.000
H6 -0.78 1.20 0.31  0.000
H7 1.16 0.71 -0.83  0.004
H8 1.41 -0.75 -0.02  0.002
H9 3.02 0.42 0.74  -0.003
H10 2.21 1.98 0.87  0.000
H11 1.88 0.84 2.12  0.000

- Charge: -1
- Energy above the lowest of the compared OMol25 structures with the same formula, charge and spin: 168.5 kJ/mol
- Kohn-Sham gap (spin up / spin down): 6.76 / 5.85 eV
- Multiplicity: 2

C12H22N2O2 in the gas phase. Source: the OMol25 dataset; level of theory: ωB97M-V/def2-TZVPD.

Each line ends with the Löwdin charge.
CARTESIAN COORDINATES (ANGSTROEM)
C1 2.56 4.56 1.79  -0.119
O1 2.09 3.34 2.30  -0.189
C2 1.90 2.32 1.34  -0.239
C3 0.66 2.54 0.46  -0.148
C4 0.47 1.45 -0.62  -0.190
N1 -0.06 0.17 -0.20  -0.178
C5 0.83 -0.72 0.49  -0.207
C6 0.58 -2.19 0.12  -0.174
C7 0.72 -2.42 -1.39  -0.293
N2 0.28 -3.72 -1.85  -0.007
C8 -1.41 0.21 0.33  -0.105
C9 -2.27 -0.85 -0.28  -0.281
C10 -3.01 -1.86 0.28  -0.041
C11 -3.61 -2.56 -0.80  -0.065
C12 -3.19 -1.92 -1.93  -0.124
O2 -2.39 -0.88 -1.62  0.045
H1 2.80 5.18 2.65  0.088
H2 1.80 5.08 1.19  0.080
H3 3.46 4.41 1.18  0.089
H4 1.79 1.41 1.92  0.111
H5 2.79 2.24 0.70  0.125
H6 -0.22 2.59 1.10  0.113
H7 0.76 3.49 -0.06  0.106
H8 1.43 1.26 -1.11  0.122
H9 -0.21 1.84 -1.38  0.121
H10 1.86 -0.47 0.21  0.120
H11 0.75 -0.63 1.59  0.115
H12 1.29 -2.82 0.66  0.111
H13 -0.43 -2.47 0.43  0.092
H14 1.77 -2.30 -1.68  0.112
H15 0.14 -1.66 -1.92  0.101
H16 -0.71 -3.84 -1.65  0.053
H17 0.78 -4.46 -1.36  0.062
H18 -1.43 0.09 1.42  0.135
H19 -1.85 1.18 0.09  0.131
H20 -3.11 -2.08 1.32  0.110
H21 -4.25 -3.41 -0.74  0.099
H22 -3.39 -2.09 -2.97  0.120

- Charge: 0
- Energy above the lowest of the compared OMol25 structures with the same formula, charge and spin: 269.4 kJ/mol
- Kohn-Sham gap: 9.14 eV
- Multiplicity: 1

C3H9NO2Si in the gas phase. Source: the OMol25 dataset; level of theory: ωB97M-V/def2-TZVPD.

Each line ends with the Löwdin charge.
CARTESIAN COORDINATES (ANGSTROEM)
C1 -1.50 -0.04 1.15  -0.123
Si1 0.25 0.16 0.36  0.708
C2 0.47 1.15 -1.26  -0.140
C3 1.33 -1.38 0.71  -0.167
N1 0.95 1.53 1.40  -0.467
O1 0.23 2.51 1.33  -0.016
O2 1.96 1.50 2.07  0.031
H1 -2.19 -0.41 0.47  0.005
H2 -1.61 -0.58 2.06  0.035
H3 -1.68 0.96 1.32  -0.013
H4 0.18 2.15 -0.95  0.026
H5 1.55 1.09 -1.57  0.064
H6 -0.05 0.66 -2.02  -0.005
H7 1.93 -1.35 1.57  0.002
H8 0.72 -2.21 1.00  0.012
H9 1.95 -1.85 -0.09  0.046

- Charge: 0
- Energy above the lowest of the compared OMol25 structures with the same formula, charge and spin: 493.0 kJ/mol
- Kohn-Sham gap: 10.97 eV
- Multiplicity: 1

Number 1: E_tot -6260.68738 a.u.. Number 2: E_tot -288.87787 a.u.. Number 3: E_tot -730.37497 a.u.. Number 4: E_tot -614.35904 a.u..